[1]
ORCA calculation (ωB97M-V/def2-TZVPD) on the molecule C4H6N2 in a non-equilibrium geometry.

Results
Total charge   0
SMILES string   C[C@H]1N[C@@H]1C#N
Relative energy (zero: lowest compared OMol25 entry of this formula, charge and spin)   247.3 kJ/mol
M   82.1 g/mol

```
12
Properties=species:S:1:pos:R:3:forces:R:3:mulliken_charge:R:1
C -0.41108 1.21586 -0.99511 1.028 0.525 -1.642 -1.132
C 0.09717 -0.09227 -0.58627 -0.465 -1.384 -0.279 0.214
N 1.28735 -0.24752 0.16160 1.898 -0.005 0.780 -0.596
C 0.06560 -0.45117 0.82899 -3.216 -1.733 3.324 0.034
C -0.11564 -1.91884 1.29622 -0.165 3.637 -1.148 -0.009
N -0.26977 -3.01018 1.57935 -0.099 -1.242 0.409 -0.381
H -0.24469 1.36279 -2.12923 0.133 0.457 2.065 0.291
H -0.03284 1.92874 -0.25188 0.484 0.477 -0.897 0.275
H -1.43296 1.27223 -0.82045 -2.202 -0.122 -0.049 0.321
H -0.05114 -0.97908 -1.15291 -0.200 -0.173 -1.232 0.425
H 1.63316 0.57460 0.59043 0.974 1.323 -0.377 0.267
H -0.52517 0.34484 1.47926 1.830 -1.760 -0.954 0.294
```
Forces are in eV/Å.

[2]
ORCA calculation (ωB97M-V/def2-TZVPD) on a cluster of 11 separate species, C39H60Cl20F9I2N2O5 in total in a non-equilibrium geometry.

Results
Total charge   +1
Relative energy (zero: lowest compared OMol25 entry of this formula, charge and spin)   0.0 kJ/mol
M   1770.8 g/mol

```
137
Properties=species:S:1:pos:R:3:forces:R:3:mulliken_charge:R:1
C 2.31439 -4.36493 -0.30914 0.336 -1.969 -0.556 0.197
C 2.52506 -3.27094 -0.76328 -0.432 2.704 0.795 -1.238
C 2.65943 -1.72017 -0.93511 0.372 -0.885 0.189 -0.203
N 3.71692 -1.12062 -0.09200 -0.172 -0.672 0.114 -0.108
C 3.44015 -1.21866 1.35981 -0.829 -1.411 0.019 -0.833
C 4.62203 -0.61234 2.21374 0.635 -0.078 0.155 -0.664
C 5.55990 0.36661 1.38611 -0.101 -0.901 0.010 -0.116
O 6.33174 -0.06731 0.59078 -0.374 0.053 0.447 -0.517
I 5.56443 2.51684 1.65451 -0.239 -0.350 0.142 0.034
C 1.98573 -0.66366 1.78476 2.137 0.130 1.889 0.659
C 1.65730 -1.47074 3.12877 0.304 1.097 0.427 -0.765
C 0.55891 -0.80917 4.04071 -0.386 -1.260 0.476 -0.658
C -0.93709 -1.16556 3.62327 0.579 1.690 1.104 -0.999
I -1.32451 -3.25533 4.01494 -0.031 0.580 -0.522 0.064
C 2.14527 0.88458 2.01453 -0.726 0.906 -0.144 -0.670
C 0.82144 1.74500 1.93870 -0.358 0.074 1.341 -0.147
C 0.75554 2.89027 3.06219 -1.248 -0.354 -0.187 -0.334
C -0.70812 3.01866 3.69021 -0.371 0.366 0.060 -0.348
C -1.21943 4.51846 3.69542 1.628 0.560 0.894 -0.583
O -2.64608 4.65396 3.58824 -0.049 -0.886 -1.304 -0.396
C -3.09461 4.42406 2.30401 -1.521 -0.186 -1.124 0.594
C -4.61583 4.06474 2.09996 0.001 0.180 1.657 -0.741
O -2.40695 4.49474 1.31340 0.476 -0.119 0.891 -0.554
N 0.94142 -1.07115 0.79380 0.503 -0.443 -0.626 1.051
C 1.32372 -0.95148 -0.64148 -1.252 -0.714 -3.779 -0.347
C 0.14705 -1.68541 -1.46171 -0.308 0.917 0.775 -1.551
C -1.18650 -0.79985 -1.52731 -0.533 -1.279 -0.001 1.942
C -2.37870 -1.82202 -1.29258 0.972 -0.620 -0.428 -1.031
O -3.66415 -1.31099 -1.67443 0.509 -0.410 -0.692 -0.297
C -4.11508 -1.93234 -2.86635 -0.257 0.819 -1.262 0.554
C -4.10987 -1.00078 -4.13683 0.430 0.309 1.642 -0.037
O -4.46132 -3.07451 -2.89486 0.322 0.216 0.397 -0.548
C 1.39055 0.51776 -1.19964 1.688 0.890 0.516 -1.174
C 1.54008 0.61988 -2.75831 0.151 0.039 -0.610 -0.760
C 1.82767 2.10363 -3.22706 -0.812 -0.655 1.349 1.110
F 0.60367 2.76030 -3.22048 1.488 -0.308 -0.433 -0.328
F 2.64279 2.79436 -2.33165 -0.812 -0.772 -1.078 -0.383
C 2.56581 2.15064 -4.62166 0.253 -0.612 -0.225 0.522
F 2.07424 1.17246 -5.47816 0.239 1.136 1.064 -0.140
F 3.88691 1.80087 -4.38088 -1.672 0.732 -0.406 -0.303
C 2.46976 3.52146 -5.39177 0.197 0.386 -1.284 0.553
F 1.17602 3.83811 -5.74266 1.459 -0.660 0.903 -0.241
F 3.15487 3.39026 -6.59036 -0.550 -0.128 1.644 -0.305
C 3.10101 4.76706 -4.65472 0.211 2.396 -0.637 0.583
F 2.29542 5.27366 -3.66719 1.238 -1.280 -1.016 -0.208
F 4.37109 4.57120 -4.21838 -1.832 -0.183 -0.147 -0.213
F 3.17730 5.77421 -5.59968 -0.146 -1.383 1.089 -0.274
H 2.28577 -5.47086 -0.21497 -0.132 1.499 0.184 0.420
H 2.99362 -1.57533 -2.00172 -0.684 0.099 1.101 0.571
H 4.55569 -1.68895 -0.27790 -0.136 0.734 0.171 0.563
H 3.40047 -2.32477 1.62330 0.046 1.079 -0.116 0.385
H 5.30054 -1.47909 2.47250 -0.561 0.993 -0.384 0.480
H 4.31407 -0.17854 3.19955 0.139 -0.202 -1.092 0.482
H 2.60421 -1.49594 3.74579 -0.906 0.094 -0.799 0.404
H 1.43022 -2.55814 2.91310 0.046 1.144 0.094 0.501
H 0.68428 -1.27599 5.06380 -0.109 0.545 -1.048 0.498
H 0.70440 0.29473 4.21716 -0.169 -1.061 -0.556 0.173
H -1.21689 -0.81557 2.59766 0.121 -0.732 0.737 0.203
H -1.58805 -0.57966 4.33495 0.448 -0.825 -0.854 0.582
H 2.88371 1.34550 1.30712 -0.561 -0.725 0.557 -0.504
H 2.57534 1.04483 3.04522 -0.419 -0.380 -1.083 0.605
H -0.05949 1.07254 2.17875 0.773 0.702 -0.577 -0.425
H 0.65639 2.27345 0.96661 0.172 -0.824 0.684 0.399
H 0.95378 3.86637 2.55060 0.357 -0.838 0.730 0.617
H 1.44259 2.67576 3.92121 -0.221 0.389 -1.046 -0.166
H -0.71874 2.63866 4.75467 0.044 0.351 -1.118 0.301
H -1.47901 2.41318 3.14198 0.810 0.439 0.235 0.216
H -0.93894 4.98552 4.68459 -0.537 -0.463 -1.003 0.351
H -0.66842 5.13220 2.92433 -0.899 -0.765 0.526 0.361
H -5.18655 4.99180 1.83369 0.625 -0.710 0.186 0.326
H -5.08291 3.65852 3.05403 0.770 0.600 -1.283 0.123
H -4.76146 3.31727 1.27833 0.502 0.753 0.759 0.307
H 0.77035 -2.08416 0.95471 0.073 0.431 -0.102 0.983
H 0.02429 -0.61622 0.90702 0.403 0.197 0.308 0.790
H -0.10946 -2.62756 -0.90471 0.381 0.556 -0.752 0.805
H 0.51182 -1.92896 -2.49878 -0.381 0.099 1.150 0.196
H -1.22112 -0.00152 -0.73822 -0.006 -0.532 -0.842 0.224
H -1.33568 -0.37231 -2.55692 0.312 -0.187 1.354 -1.441
H -2.35563 -2.20912 -0.23063 -0.372 0.544 -0.959 0.322
H -2.15457 -2.70866 -1.95371 -0.188 0.666 0.783 0.469
H -3.20656 -0.32736 -4.02388 -1.508 -0.972 -0.341 -0.191
H -5.01958 -0.34929 -4.07222 0.713 -0.581 -0.194 0.296
H -4.08344 -1.58747 -5.08599 -0.111 0.454 0.948 -0.005
H 0.54097 1.17898 -0.89652 0.561 -0.882 -0.126 0.366
H 2.32380 0.98213 -0.75982 -1.027 -0.375 -0.444 0.606
H 2.36464 0.00061 -3.19826 -0.584 0.399 0.713 0.278
H 0.59657 0.29938 -3.28674 1.118 0.503 0.559 -0.427
C -4.97010 -5.31481 3.57942 -0.139 0.047 0.207 -0.274
Cl -5.40699 -3.91135 2.60051 -0.051 0.048 0.046 -0.114
Cl -3.73234 -6.29085 2.78132 0.146 -0.037 0.037 -0.151
H -4.58396 -4.97120 4.53589 0.062 0.024 -0.151 0.289
H -5.85511 -5.92640 3.73607 0.099 -0.003 -0.165 0.258
C 9.87227 -0.92350 1.48744 -0.078 0.014 -0.159 0.278
Cl 10.15332 -2.21781 2.65894 -0.064 -0.066 -0.048 -0.158
Cl 10.47187 0.62787 2.08466 -0.063 0.027 -0.071 -0.146
H 10.38798 -1.16748 0.56255 0.055 0.021 0.156 0.271
H 8.80419 -0.84053 1.30409 0.096 0.027 0.100 -0.228
C -5.06584 -4.68932 -5.79202 -0.031 -0.090 0.231 0.232
Cl -5.53651 -3.30173 -6.78352 -0.060 0.039 0.023 -0.161
Cl -3.81197 -5.65062 -6.58627 0.016 -0.043 0.049 -0.168
H -4.68459 -4.32816 -4.84068 -0.003 0.041 -0.145 -0.155
H -5.93873 -5.31520 -5.62713 0.070 0.053 -0.162 0.298
C -6.83580 0.91131 4.13211 -0.120 -0.014 0.145 0.323
Cl -7.23349 2.30711 3.12373 -0.327 -0.113 0.099 -0.189
Cl -5.61430 -0.11097 3.35985 0.063 -0.086 0.062 -0.099
H -6.44941 1.26283 5.08545 0.059 0.023 -0.154 0.302
H -7.73736 0.32366 4.29118 0.326 0.125 -0.187 -0.312
C -0.76037 0.32913 -6.43623 0.053 -0.046 -0.309 0.226
Cl -1.30911 0.61313 -4.77377 0.367 0.505 -0.368 -0.209
Cl -1.60937 -1.03407 -7.16713 -0.072 0.069 0.082 -0.166
H -0.94973 1.22243 -7.02582 -0.105 -0.053 0.136 0.432
H 0.30290 0.11454 -6.42242 -0.259 -0.062 0.106 -0.287
C -9.20041 -2.25977 6.15265 -0.009 -0.114 0.204 -0.313
Cl -9.61209 -0.85885 5.15704 -0.361 -0.036 0.137 -0.175
Cl -7.97084 -3.25031 5.36130 0.042 -0.060 0.045 -0.088
H -8.81491 -1.91401 7.10798 0.034 0.031 -0.153 0.267
H -10.09377 -2.85813 6.30949 0.067 0.062 -0.157 0.304
C 3.87627 7.53925 -1.85075 -0.072 0.106 -0.177 -0.222
Cl 4.16810 6.25158 -0.67261 -0.046 -0.148 -0.038 -0.095
Cl 4.46640 9.09523 -1.26044 -0.038 -0.013 -0.082 -0.161
H 4.39306 7.29379 -2.77488 0.061 0.012 0.158 0.208
H 2.80769 7.61343 -2.03287 0.085 -0.003 0.136 0.270
C 5.91716 3.46131 5.64159 0.203 0.100 0.013 -0.393
Cl 6.87140 1.97832 5.53781 0.041 0.045 0.005 -0.128
Cl 4.19342 3.13084 5.41400 -0.132 0.070 0.017 -0.085
H 6.06359 3.90709 6.62165 -0.090 -0.144 -0.047 0.358
H 6.24928 4.14985 4.86887 -0.087 -0.150 -0.021 0.248
C -5.78803 -8.90147 1.25458 0.128 0.073 -0.173 -0.214
Cl -6.35235 -8.62607 2.90789 -0.053 -0.001 0.064 -0.156
Cl -6.66048 -10.23387 0.49161 0.062 0.040 -0.043 -0.158
H -5.94712 -7.99689 0.67354 -0.089 -0.086 0.096 0.255
H -4.72876 -9.14260 1.28085 -0.128 -0.053 0.089 0.270
C 3.06515 -0.51512 -8.30895 0.177 0.153 -0.025 0.219
Cl 4.04311 -1.98237 -8.40557 0.039 0.067 0.038 -0.162
Cl 1.34177 -0.87723 -8.48924 0.228 0.000 -0.143 -0.119
H 3.22734 -0.04680 -7.34099 -0.056 -0.137 -0.089 -0.255
H 3.36718 0.16302 -9.10261 -0.069 -0.142 -0.001 0.335
```
Forces are in eV/Å.

[3]
ORCA calculation (ωB97M-V/def2-TZVPD) on a structure of composition C16H32NO2P2PbSi in a non-equilibrium geometry.

Results
Total charge   +3
Relative energy (zero: lowest compared OMol25 entry of this formula, charge and spin)   0.0 kJ/mol
M   567.7 g/mol

```
55
Properties=species:S:1:pos:R:3:forces:R:3:mulliken_charge:R:1
Pb -1.37717 -0.14452 0.08873 0.220 -1.132 -0.715 0.728
P 1.03426 1.58429 -1.82842 0.458 0.063 -0.762 1.519
C 0.37165 0.18452 -2.75743 -0.849 -0.473 0.049 -1.120
C 0.94737 -1.14505 -2.30525 0.154 -0.340 -0.389 0.555
N 0.52251 -1.63047 -1.12225 -0.290 0.653 0.104 0.399
C 1.00890 -2.80652 -0.68389 0.015 -0.101 0.104 0.274
C 1.92333 -3.54639 -1.43332 -0.091 0.059 -0.051 -0.757
C 2.34560 -3.06775 -2.67080 -0.076 -0.119 0.238 -0.632
C 1.84807 -1.84616 -3.11015 -0.277 0.633 0.146 -0.783
C 0.56141 -3.32512 0.66776 0.377 0.256 -0.046 -1.110
P -1.02812 -2.62604 1.23037 0.289 -1.189 0.260 0.639
H 2.14200 -1.39987 -4.06177 -0.005 -0.316 0.229 0.522
H 2.27535 -4.49404 -1.02510 -0.015 0.241 -0.236 0.511
H 3.04565 -3.63536 -3.28172 -0.146 0.115 0.148 0.479
H 0.46772 -4.42206 0.62856 0.046 0.328 0.122 0.596
H 1.31583 -3.08033 1.43565 -0.118 -0.125 -0.304 0.456
H -0.78022 0.13019 -2.69364 1.686 0.323 -0.104 0.069
H 0.64586 0.36711 -3.81127 -0.128 0.067 0.338 0.669
H -3.21015 -1.15257 -1.98121 1.720 0.951 -1.794 0.337
O -2.36806 -0.73030 -2.51495 -1.608 -0.833 0.892 -0.683
H -2.53736 -0.78616 -3.47150 -0.077 -0.077 0.423 0.257
H -3.62798 -0.85634 -0.18476 -1.813 -1.373 -1.280 0.258
O -4.01981 -1.51058 -0.85557 0.147 1.111 1.995 -0.549
H -4.98792 -1.38038 -0.82172 0.268 -0.055 -0.063 0.353
C -2.20136 -3.81360 0.50499 -0.507 0.263 -0.207 -1.294
H -2.09783 -4.77080 1.03554 0.002 0.267 -0.129 0.466
H -3.23162 -3.44346 0.60641 0.288 -0.304 -0.042 0.396
H -1.98643 -3.96422 -0.56241 -0.089 0.083 0.261 0.369
C -1.05606 -2.97054 3.00453 -0.106 0.417 0.339 -1.145
H -1.87513 -2.39185 3.45409 0.214 -0.295 0.068 0.389
H -1.21984 -4.04157 3.18645 0.086 0.294 -0.062 0.414
H -0.10671 -2.65088 3.45707 -0.306 -0.095 -0.044 0.396
C 2.82016 1.51487 -1.74859 0.153 -0.134 0.377 -1.360
H 3.24091 1.89260 -2.68892 -0.115 -0.099 0.164 0.487
H 3.14625 2.14788 -0.91255 0.049 -0.089 -0.268 0.466
H 3.15728 0.48680 -1.57272 -0.027 0.203 -0.005 0.393
C 0.55041 3.10684 -2.62944 -0.347 0.264 0.211 -1.231
H 0.37593 3.85466 -1.84637 0.061 0.016 -0.313 0.408
H 1.36429 3.43736 -3.28629 -0.203 -0.076 0.093 0.466
H -0.37033 2.95785 -3.20674 0.180 0.096 0.123 0.452
C 1.07360 4.77422 2.08890 0.214 -0.400 -0.947 -0.949
Si 0.17967 3.16937 2.48200 -0.119 1.736 2.790 -0.074
C 1.05073 2.27402 3.87082 0.055 -0.512 -0.502 -0.952
C -1.59101 3.55120 2.94531 -0.166 -0.476 -0.568 -0.968
C 0.23275 2.11382 0.95910 0.989 -1.483 -3.856 0.544
C 0.41883 1.59309 -0.17722 -0.027 1.590 2.889 -0.734
H 0.97215 5.48968 2.91649 -0.119 -0.351 -0.083 0.362
H 0.65729 5.23409 1.18159 0.122 0.077 0.252 0.337
H 2.14363 4.59329 1.91576 -0.216 0.133 0.078 0.327
H 1.21015 2.94677 4.72461 -0.104 -0.091 -0.279 0.350
H 0.46313 1.41145 4.21180 0.162 0.162 0.057 0.328
H 2.02820 1.90960 3.52736 -0.107 0.071 0.247 0.340
H -2.16610 3.83920 2.05522 -0.037 0.080 0.267 0.345
H -2.07993 2.68313 3.40620 0.011 0.222 -0.022 0.328
H -1.62176 4.38509 3.66069 0.122 -0.234 -0.194 0.356
```
Forces are in eV/Å.

Which of these has the highest relative energy (zero: lowest compared OMol25 entry of this formula, charge and spin)? C4H6N2